{"formula": "C3H5PS2", "method": "ωB97M-V/def2-TZVPD", "elements": ["P", "S", "C", "H", "H", "C", "H", "H", "H", "C", "S"], "coordinates": [[-0.6693, 1.7838, -1.3963], [1.2801, 1.9268, -1.5297], [-1.0797, 0.2793, -0.3375], [0.2635, -1.3016, -1.0432], [1.0245, 0.8340, 1.0654], [1.2718, 0.0049, 0.3569], [-1.1286, 0.8613, 0.7066], [-2.0181, -0.0796, -0.7321], [2.2532, -0.4057, 0.3320], [0.2042, -0.4703, -0.2877], [-1.9698, 2.8687, -2.3154]], "mulliken_charge": [0.48, -0.26, -0.67, 0.24, 0.25, -0.74, 0.27, 0.39, 0.31, 0.04, -0.30], "spin_multiplicity": 1, "gap_ev": 7.40, "e_tot_ha": -1254.99595}

---

{"formula": "C3H6", "method": "ωB97M-V/def2-TZVPD", "elements": ["C", "H", "C", "H", "H", "H", "H", "C", "H"], "coordinates": [[-0.4672, 1.0895, -0.4832], [-0.3382, 2.0326, -0.9985], [0.4224, 0.1424, -0.2356], [1.3951, 0.0941, -0.7220], [-1.4060, 1.1030, 0.0709], [-0.7469, -0.7195, 1.2044], [0.8338, -1.3323, 1.3592], [0.0943, -1.0794, 0.5972], [-0.1259, -1.9382, -0.0297]], "mulliken_charge": [-0.71, 0.27, 0.10, 0.29, 0.19, 0.27, 0.29, -0.92, 0.23], "spin_multiplicity": 1, "gap_ev": 11.10, "e_tot_ha": -117.86608}

---

{"formula": "C3H6", "method": "ωB97M-V/def2-TZVPD", "elements": ["H", "H", "H", "C", "H", "C", "C", "H", "H"], "coordinates": [[0.0832, -1.2814, 1.1291], [1.1941, 1.3946, -1.3247], [-0.2836, -0.2960, -1.6569], [-0.6940, -0.6863, 0.5902], [1.3124, 1.1607, 0.5343], [0.0244, -0.1004, -0.6136], [0.9356, 0.8883, -0.4334], [-0.9066, 0.1366, 1.3826], [-1.6655, -1.2161, 0.3925]], "mulliken_charge": [0.25, 0.26, 0.28, -0.91, 0.28, 0.08, -0.78, 0.26, 0.28], "spin_multiplicity": 1, "gap_ev": 10.66, "e_tot_ha": -117.85699}

---

Per-record energy relative to the best compared isomer or geometry (same formula, charge and spin), kcal per mole: 26.1, 3.7, 9.4